(1)
C62H60CsN5O3S3Te | the ωB97M-V functional and the def2-TZVPD basis

```
135
Properties=species:S:1:pos:R:3:mulliken_charge:R:1
Cs -0.163 -0.675 0.265 0.84
C 1.443 -1.459 -2.443 -0.93
N 2.252 -1.810 -1.268 1.79
C 3.368 -0.889 -1.077 -1.76
C 3.021 0.464 -0.461 0.41
N 2.441 0.414 0.880 0.98
C 3.219 -0.425 1.788 -1.15
C 2.132 1.689 1.444 -0.37
C 2.640 2.867 0.889 -0.43
C 2.364 4.115 1.431 -0.68
C 1.566 4.207 2.559 -0.67
C 1.043 3.050 3.119 -0.63
C 1.289 1.778 2.587 0.61
S 0.513 0.390 3.361 -0.35
C 2.630 -3.194 -1.318 -0.92
C 3.918 -3.559 -1.709 0.04
C 4.326 -4.886 -1.760 -0.99
C 3.413 -5.877 -1.430 -0.55
C 2.123 -5.527 -1.068 -0.80
C 1.678 -4.196 -1.000 0.04
S 0.029 -3.849 -0.541 0.25
H 2.001 -1.650 -3.370 -0.01
H 1.173 -0.401 -2.442 0.35
H 0.537 -2.070 -2.442 0.20
H 3.865 -0.650 -2.030 -0.18
H 4.106 -1.383 -0.444 1.02
H 2.352 1.016 -1.127 -0.53
H 3.984 1.003 -0.440 0.12
H 4.284 -0.133 1.778 0.28
H 3.133 -1.475 1.504 0.12
H 2.836 -0.321 2.798 0.51
H 3.237 2.823 -0.010 0.32
H 2.770 5.002 0.960 0.36
H 1.337 5.172 2.997 0.37
H 0.402 3.108 3.989 0.34
H 4.626 -2.789 -1.988 0.38
H 5.338 -5.133 -2.059 0.36
H 3.703 -6.922 -1.455 0.33
H 1.402 -6.295 -0.812 0.33
C -0.852 6.291 -5.766 -1.53
C -0.215 5.110 -5.082 0.56
C 1.096 4.761 -5.289 -0.90
C 1.707 3.657 -4.671 0.59
C 3.101 3.405 -5.043 -0.24
O 3.813 4.265 -5.556 -0.73
C 3.707 2.034 -4.906 0.80
C 4.998 1.898 -4.413 -0.47
C 5.625 0.660 -4.426 -0.71
C 4.973 -0.445 -4.958 -0.28
C 3.684 -0.309 -5.455 -0.59
C 3.049 0.922 -5.416 0.01
C 0.994 2.855 -3.710 -1.05
O 1.506 1.925 -3.037 -0.57
C -0.397 3.237 -3.528 0.44
C -0.950 4.302 -4.189 -0.13
C -1.242 2.488 -2.544 0.70
N -1.199 2.628 -1.284 0.30
C -0.224 3.525 -0.690 0.95
C -0.705 4.969 -0.655 -1.48
Te -2.663 5.216 0.197 0.20
C -3.701 5.115 -1.639 -0.36
C -3.799 6.218 -2.483 -0.35
C -4.456 6.113 -3.703 -0.47
C -5.013 4.903 -4.094 -0.62
C -4.916 3.799 -3.259 -0.37
C -4.268 3.907 -2.036 0.22
C -2.264 1.520 -3.059 0.80
C -2.446 1.307 -4.420 -0.75
C -3.412 0.414 -4.873 -0.96
C -4.203 -0.276 -3.969 -0.77
C -4.019 -0.074 -2.603 -0.70
C -3.058 0.812 -2.151 -0.57
H -0.141 6.767 -6.444 0.37
H -1.182 7.046 -5.047 0.28
H -1.730 6.001 -6.350 0.30
H 1.713 5.340 -5.969 0.40
H 5.508 2.771 -4.026 0.41
H 6.625 0.556 -4.022 0.36
H 5.459 -1.413 -4.966 0.41
H 3.164 -1.173 -5.852 0.33
H 2.031 1.029 -5.772 0.33
H -1.999 4.535 -4.012 -0.11
H 0.728 3.488 -1.230 -0.35
H -0.040 3.191 0.332 -0.61
H -0.761 5.396 -1.657 0.35
H -0.031 5.574 -0.051 0.70
H -3.358 7.162 -2.187 0.42
H -4.518 6.975 -4.356 0.38
H -5.507 4.818 -5.054 0.38
H -5.319 2.841 -3.568 0.33
H -4.160 3.034 -1.404 0.21
H -1.825 1.843 -5.126 0.52
H -3.538 0.255 -5.937 0.39
H -4.949 -0.979 -4.320 0.42
H -4.627 -0.620 -1.890 0.45
H -2.899 0.981 -1.091 1.03
O -2.346 -1.678 0.844 -0.55
S -3.459 -1.629 1.842 0.88
C -2.907 -2.608 3.280 -1.40
C -2.800 -4.093 3.147 0.71
C -1.826 -4.651 2.323 -0.06
C -1.731 -6.026 2.192 -0.51
C -2.589 -6.859 2.901 -0.44
C -3.554 -6.309 3.734 -0.61
C -3.662 -4.929 3.850 -0.55
C -4.843 -2.652 1.183 -1.81
C -4.474 -3.807 0.298 0.80
C -4.907 -5.092 0.613 -0.44
C -4.572 -6.168 -0.192 -0.64
C -3.780 -5.975 -1.315 -0.45
C -3.347 -4.697 -1.639 -0.77
C -3.708 -3.616 -0.850 0.19
H -3.579 -2.312 4.090 0.55
H -1.930 -2.151 3.464 0.39
H -1.153 -4.023 1.749 0.30
H -0.985 -6.429 1.519 0.45
H -2.509 -7.935 2.802 0.40
H -4.226 -6.952 4.290 0.34
H -4.416 -4.498 4.501 0.34
H -5.422 -1.905 0.636 0.58
H -5.429 -2.974 2.046 0.49
H -5.494 -5.253 1.510 0.32
H -4.904 -7.164 0.079 0.38
H -3.478 -6.819 -1.921 0.36
H -2.696 -4.539 -2.488 0.41
H -3.347 -2.629 -1.105 0.30
N -2.497 1.384 2.997 0.52
C -3.480 1.269 3.906 -0.44
C -4.663 1.551 3.253 -1.15
C -4.266 1.815 1.930 -0.25
N -2.950 1.718 1.787 -0.04
H -1.493 1.155 3.134 -0.05
H -3.264 1.010 4.930 0.50
H -5.657 1.569 3.667 0.39
H -4.874 2.102 1.085 0.48
```

Properties
**E_LUMO**: 3.25 eV
**Net charge**: -2
**Gap between HOMO and LUMO**: 0.1923 Ha
**HOMO**: -1.984 eV

=====

(2)
C62H60CsN5O3S3Te | the ωB97M-V functional and the def2-TZVPD basis

```
135
Properties=species:S:1:pos:R:3:mulliken_charge:R:1
Cs -0.311 -0.509 0.646 1.87
C 2.950 0.999 -1.585 -1.70
N 3.995 1.349 -0.640 0.46
C 4.022 2.736 -0.233 -1.69
C 3.415 2.965 1.158 -0.63
N 1.996 3.276 1.114 1.21
C 1.398 3.168 2.434 -0.83
C 1.641 4.488 0.452 -0.05
C 2.609 5.479 0.257 -0.22
C 2.338 6.669 -0.401 -0.89
C 1.048 6.901 -0.856 -0.67
C 0.071 5.946 -0.639 -0.88
C 0.317 4.721 0.002 -0.07
S -1.029 3.604 0.194 0.02
C 4.912 0.456 -0.067 0.88
C 5.982 1.018 0.659 -0.34
C 7.007 0.275 1.228 -1.05
C 6.988 -1.100 1.096 -0.57
C 5.922 -1.679 0.424 -0.78
C 4.859 -0.977 -0.168 0.18
S 3.599 -1.979 -0.894 -0.44
H 3.308 0.291 -2.322 0.57
H 2.647 1.920 -2.085 0.20
H 2.069 0.561 -1.113 0.57
H 3.452 3.318 -0.956 0.77
H 5.043 3.127 -0.269 0.18
H 3.971 3.737 1.726 0.20
H 3.534 2.034 1.716 0.69
H 1.900 3.838 3.157 0.30
H 1.477 2.138 2.788 -0.22
H 0.341 3.424 2.383 0.36
H 3.612 5.318 0.629 0.30
H 3.124 7.402 -0.541 0.38
H 0.803 7.818 -1.380 0.35
H -0.938 6.121 -0.992 0.42
H 6.043 2.089 0.780 0.14
H 7.801 0.784 1.764 0.34
H 7.776 -1.718 1.512 0.36
H 5.869 -2.758 0.336 0.34
C -3.458 -5.112 -4.213 -1.66
C -3.034 -3.981 -3.312 -0.75
C -3.070 -4.082 -1.947 -0.26
C -2.611 -3.046 -1.106 0.54
C -2.405 -3.287 0.301 0.19
O -1.784 -2.548 1.071 -0.29
C -2.921 -4.570 0.916 -0.27
C -2.297 -5.791 0.689 0.07
C -2.752 -6.939 1.324 -0.79
C -3.835 -6.875 2.189 -0.33
C -4.456 -5.655 2.424 -0.80
C -3.995 -4.507 1.795 -0.05
C -2.249 -1.757 -1.674 -0.30
O -2.116 -0.745 -0.964 -0.88
C -2.053 -1.735 -3.122 0.93
C -2.465 -2.812 -3.866 -0.54
C -1.305 -0.622 -3.766 -0.17
N -0.801 0.326 -3.086 0.00
C 0.034 1.317 -3.746 -0.63
C 0.059 2.571 -2.899 -0.80
Te -1.797 3.627 -2.830 0.22
C -1.774 3.762 -4.997 -0.51
C -0.820 4.568 -5.619 -0.18
C -0.750 4.664 -7.003 -0.63
C -1.645 3.957 -7.796 -0.48
C -2.607 3.159 -7.194 -0.43
C -2.666 3.064 -5.808 0.02
C -1.083 -0.740 -5.251 -0.31
C -2.073 -0.376 -6.156 0.36
C -1.845 -0.468 -7.523 -0.97
C -0.623 -0.926 -7.995 -0.35
C 0.371 -1.289 -7.094 -0.96
C 0.141 -1.197 -5.729 0.25
H -3.991 -5.879 -3.648 0.38
H -2.595 -5.588 -4.688 0.30
H -4.116 -4.766 -5.015 0.34
H -3.439 -4.999 -1.502 0.36
H -1.449 -5.838 0.017 0.54
H -2.259 -7.886 1.139 0.37
H -4.190 -7.771 2.684 0.38
H -5.300 -5.597 3.101 0.39
H -4.466 -3.550 1.985 0.45
H -2.338 -2.780 -4.943 0.57
H -0.299 1.531 -4.769 0.38
H 1.058 0.933 -3.820 0.13
H 0.839 3.256 -3.235 0.59
H 0.228 2.324 -1.853 0.05
H -0.119 5.125 -5.007 0.40
H 0.000 5.296 -7.465 0.37
H -1.588 4.023 -8.876 0.34
H -3.304 2.597 -7.806 0.37
H -3.411 2.427 -5.345 0.32
H -3.024 -0.017 -5.783 0.52
H -2.620 -0.176 -8.220 0.37
H -0.445 -1.001 -9.060 0.36
H 1.331 -1.637 -7.455 0.39
H 0.913 -1.481 -5.023 0.64
O 0.656 -0.319 3.124 -0.98
S 2.079 -0.621 3.438 0.65
C 2.191 -2.445 3.508 -1.49
C 1.209 -3.097 4.426 0.53
C -0.157 -3.067 4.142 -0.12
C -1.063 -3.644 5.019 -0.88
C -0.621 -4.268 6.178 -0.50
C 0.737 -4.323 6.456 -0.59
C 1.644 -3.736 5.585 -0.33
C 2.316 -0.251 5.246 -1.52
C 1.035 0.180 5.890 0.06
C 0.342 -0.663 6.750 -0.14
C -0.853 -0.254 7.325 -0.79
C -1.367 1.003 7.044 -0.37
C -0.681 1.850 6.183 -0.63
C 0.511 1.439 5.611 0.30
H 3.227 -2.661 3.771 0.52
H 2.035 -2.733 2.465 0.50
H -0.517 -2.600 3.235 0.69
H -2.119 -3.611 4.783 0.56
H -1.333 -4.719 6.859 0.37
H 1.093 -4.822 7.350 0.36
H 2.707 -3.782 5.800 0.37
H 3.051 0.554 5.253 0.67
H 2.746 -1.132 5.721 0.50
H 0.733 -1.650 6.966 0.46
H -1.387 -0.927 7.985 0.39
H -2.307 1.318 7.481 0.38
H -1.080 2.827 5.943 0.39
H 1.034 2.098 4.929 0.30
N -3.002 1.589 1.512 0.44
C -4.080 2.316 1.842 -0.31
C -4.254 2.163 3.199 -0.99
C -3.199 1.315 3.591 -0.45
N -2.442 0.977 2.559 -0.22
H -2.587 1.508 0.595 -0.12
H -4.618 2.887 1.105 0.42
H -5.021 2.602 3.813 0.37
H -2.952 0.945 4.572 0.59
```

Properties
**E_LUMO**: 3.38 eV
**Net charge**: -2
**Gap between HOMO and LUMO**: 0.1695 Ha
**HOMO**: -1.237 eV

=====

Most stable structure, least stable structure: (1), (2).

=====

(1)
C3H10N2 | the ωB97M-V functional and the def2-TZVPD basis

```
15
Properties=species:S:1:pos:R:3:mulliken_charge:R:1
C 0.623 0.373 -2.674 -0.85
C -0.750 -0.110 -2.286 0.09
C -1.113 -0.377 -1.038 -0.48
H 1.230 0.551 -1.771 0.24
H 1.136 -0.356 -3.323 0.24
H 0.557 1.303 -3.255 0.25
H -1.487 -0.240 -3.095 0.28
H -0.409 -0.292 -0.219 -0.01
H -2.124 -0.687 -0.756 0.26
H -0.084 0.727 3.748 0.21
H 0.445 -0.825 3.770 0.25
H 1.006 0.604 1.494 0.22
H -0.493 -0.008 1.707 0.20
N 0.625 0.085 3.393 -0.57
N 0.470 -0.097 1.990 -0.35
```

Properties
**E_LUMO**: 1.09 eV
**Gap between HOMO and LUMO**: 0.3953 Ha
**SMILES**: C=CC.NN
**HOMO**: -9.664 eV

=====

(2)
C3H10N2 | the ωB97M-V functional and the def2-TZVPD basis

```
15
Properties=species:S:1:pos:R:3:mulliken_charge:R:1
C 2.069 1.252 0.023 -1.00
C 1.016 0.209 0.472 -0.39
N -0.279 0.536 -0.118 -0.22
C -1.109 -0.463 -0.667 -0.67
N -1.639 -1.467 0.300 -0.66
H 1.465 2.144 -0.091 0.29
H 2.540 1.025 -0.933 0.25
H 2.888 1.225 0.742 0.33
H 1.169 -0.828 0.172 0.35
H 0.984 0.229 1.565 0.24
H -0.742 1.351 0.259 0.19
H -0.493 -0.969 -1.432 0.41
H -1.909 -0.089 -1.312 0.39
H -1.851 -2.295 -0.252 0.25
H -2.596 -1.165 0.480 0.25
```

Properties
**E_LUMO**: 1.11 eV
**Gap between HOMO and LUMO**: 0.3531 Ha
**SMILES**: CCNCN
**HOMO**: -8.495 eV

=====

(3)
C3H10N2 | the ωB97M-V functional and the def2-TZVPD basis

```
15
Properties=species:S:1:pos:R:3:mulliken_charge:R:1
N -0.566 -1.484 -0.412 -0.57
C -0.219 -0.291 0.339 0.65
C -1.423 0.574 0.654 -1.71
C 0.831 0.581 -0.454 -0.97
N 2.219 0.217 -0.296 -0.58
H -0.186 -1.465 -1.334 0.25
H -1.552 -1.634 -0.531 0.24
H 0.258 -0.490 1.308 0.14
H -1.194 1.376 1.353 0.43
H -2.204 0.033 1.216 0.43
H -1.948 0.883 -0.252 0.39
H 0.628 0.413 -1.526 0.39
H 0.499 1.607 -0.296 0.39
H 2.217 -0.799 -0.351 0.29
H 2.641 0.478 0.579 0.24
```

Properties
**E_LUMO**: 1.17 eV
**Gap between HOMO and LUMO**: 0.3759 Ha
**SMILES**: C[C@@H](N)CN
**HOMO**: -9.058 eV

=====

(4)
C3H10N2 | the ωB97M-V functional and the def2-TZVPD basis

```
15
Properties=species:S:1:pos:R:3:mulliken_charge:R:1
C -2.159 -0.082 -2.348 -0.23
N -2.730 -0.373 -3.385 -0.47
H -1.121 0.286 -2.551 0.23
H -2.474 -0.349 -1.322 0.22
H -3.758 -0.322 -3.290 0.24
C 2.019 -0.749 1.320 -0.86
N 1.457 0.542 1.891 -0.41
C 0.377 0.829 1.054 -0.70
H 2.380 -0.486 0.351 0.34
H 1.251 -1.555 1.304 0.29
H 3.049 -1.015 1.746 0.30
H 1.230 0.354 2.906 0.24
H -0.358 0.108 0.866 0.31
H -0.217 1.786 1.400 0.28
H 1.052 1.025 0.059 0.23
```

Properties
**E_LUMO**: 0.96 eV
**Gap between HOMO and LUMO**: 0.3706 Ha
**SMILES**: C=N.CNC
**HOMO**: -9.119 eV

=====

Most stable structure, least stable structure: (3), (4).

=====

(1)
C6H10 | the ωB97M-V functional and the def2-TZVPD basis

```
16
Properties=species:S:1:pos:R:3:mulliken_charge:R:1
C -1.209 1.401 -0.514 -0.28
C -1.344 0.702 -1.918 -1.05
C 0.026 0.650 -0.501 -0.09
C 0.219 -0.541 0.214 -0.13
C 1.155 -0.590 1.250 -0.18
C 1.510 -1.751 1.885 -0.74
H -2.385 0.755 -2.274 0.39
H -0.982 2.460 -0.447 0.29
H -1.998 1.105 0.163 0.32
H -0.803 1.273 -2.665 0.35
H -1.137 -0.354 -2.057 0.38
H 0.886 1.172 -0.901 0.43
H -0.546 -1.307 0.277 0.37
H 1.571 0.335 1.642 0.35
H 0.890 -2.602 2.114 0.32
H 2.419 -1.636 2.470 0.27
```

Properties
**E_LUMO (alpha / beta)**: -5.29 / -6.27 eV
**Net charge**: +1
**Gap between HOMO and LUMO (alpha / beta)**: 0.2820 / 0.3188 Ha
**2S+1**: 2
**HOMO (alpha / beta)**: -12.968 / -14.950 eV

=====

(2)
C6H10 | the ωB97M-V functional and the def2-TZVPD basis

```
16
Properties=species:S:1:pos:R:3:mulliken_charge:R:1
C -0.675 -1.155 0.871 -1.18
C 0.362 -0.028 0.387 0.63
C -0.215 1.278 0.035 0.07
C -1.352 1.175 -0.869 -1.24
C 1.528 -0.585 -0.458 -0.38
C 1.694 -0.712 0.982 -0.61
H -0.411 -1.504 1.877 0.42
H -1.639 -0.644 0.887 0.36
H -0.696 -1.987 0.169 0.34
H 0.398 2.126 0.316 0.47
H -2.340 1.113 -0.343 0.40
H -1.486 2.028 -1.541 0.37
H -1.272 0.286 -1.494 0.37
H 1.371 -1.296 -1.266 0.29
H 2.034 0.320 -0.820 0.31
H 2.699 -0.414 1.268 0.34
```

Properties
**E_LUMO (alpha / beta)**: -6.83 / -6.79 eV
**Net charge**: +1
**Gap between HOMO and LUMO (alpha / beta)**: 0.2699 / 0.3102 Ha
**2S+1**: 2
**HOMO (alpha / beta)**: -14.177 / -15.234 eV

=====

Most stable structure, least stable structure: (1), (2).